# C6H16N

A cluster of 2 separate species, C6H16N in total in a non-equilibrium geometry (ωB97M-V with the def2-TZVPD basis set, the Open Molecules 2025 dataset).

```
23
Properties=species:S:1:pos:R:3:lowdin_charge:R:1
H -0.450 -3.487 -0.391 0.06
H -0.414 1.694 3.272 0.09
C 0.269 0.976 1.281 -0.37
H 1.037 1.343 -5.231 -0.01
H -1.618 -2.447 -0.643 0.06
C -0.127 2.071 2.246 -0.09
N 1.322 1.129 -4.292 0.00
H -0.382 -0.592 2.504 0.06
H 1.016 -1.569 0.999 0.09
H -0.141 0.339 -0.818 0.06
H 1.382 0.724 1.389 0.16
C -0.568 -0.363 1.509 -0.28
H -1.407 1.407 -0.224 0.08
H 2.168 1.631 -4.025 0.01
H -1.078 2.479 1.856 0.08
H 0.659 2.837 2.222 0.08
H -0.201 -2.491 1.754 0.10
C -0.532 0.827 0.066 -0.07
C -0.567 -2.402 -0.415 -0.11
H -0.095 -2.060 -1.338 0.06
H -1.703 -0.402 1.554 0.15
H 1.472 0.130 -4.209 0.00
C -0.042 -1.775 0.935 -0.19
```

The value obtained for the total energy is -292.7806 Eh. As for the expectation value of S²: 0.7542. As for the multiplicity: 2. The gap between HOMO and LUMO (spin up / spin down) is 6.68 / 10.91 eV. The value obtained for the energy above the lowest of the compared OMol25 structures with the same formula, charge and spin is 2.808 eV. Its lowest unoccupied orbital energy (spin up / spin down) is 0.0386 / 0.0373 Ha. The HOMO energy (spin up / spin down) comes out at -5.6 / -9.9 eV.


# C6H16N

A cluster of 3 separate species, C6H16N in total in a non-equilibrium geometry (ωB97M-V with the def2-TZVPD basis set, the Open Molecules 2025 dataset).

```
23
Properties=species:S:1:pos:R:3:lowdin_charge:R:1
C -0.380 0.087 0.745 -0.03
H -2.181 1.586 -3.102 0.12
H 1.836 0.313 0.428 0.12
C -1.558 0.742 -2.823 0.01
H 0.106 2.093 0.953 0.13
H 0.339 1.338 -1.992 0.20
H 2.025 -1.946 3.328 0.05
C -0.497 1.346 1.473 0.02
H -0.853 0.479 -3.622 0.11
H 1.735 -0.476 -1.266 0.12
H 1.465 -1.500 0.187 0.07
H -0.996 1.900 -0.970 0.15
H 1.685 -2.356 1.812 0.00
H -0.756 -1.075 -1.077 0.17
N 1.255 -2.058 2.672 0.04
H 0.675 -2.788 3.069 0.05
H -0.151 1.196 2.484 0.12
C -0.591 -0.076 -0.681 0.00
H -0.366 -0.791 1.401 0.12
C -0.658 1.058 -1.587 -0.15
H -1.557 1.632 1.486 0.16
H -2.062 -0.210 -2.714 0.09
C 1.484 -0.493 -0.204 0.32
```

The value obtained for the total energy is -292.0617 Eh. As for the expectation value of S²: 0.7564. As for the multiplicity: 2. The total charge is +2. The gap between HOMO and LUMO (spin up / spin down) is 7.27 / 2.84 eV. The value obtained for the energy above the lowest of the compared OMol25 structures with the same formula, charge and spin is 5.571 eV. Its lowest unoccupied orbital energy (spin up / spin down) is -0.3810 / -0.5440 Ha. The HOMO energy (spin up / spin down) comes out at -17.6 / -17.6 eV.


# C6H16N2

The molecule C6H16N2 in a non-equilibrium geometry (ωB97M-V with the def2-TZVPD basis set, the Open Molecules 2025 dataset).

```
24
Properties=species:S:1:pos:R:3:lowdin_charge:R:1
H -3.210 -1.609 1.272 0.06
C 1.094 1.919 0.004 -0.29
H -0.905 -1.759 2.131 0.11
N -0.658 -1.909 0.072 -0.09
H -1.426 -2.334 -0.423 0.10
H 2.667 2.417 1.384 0.07
H 1.219 -1.166 -0.438 0.10
C -1.079 -1.148 1.241 -0.28
H -0.445 -0.290 1.276 0.08
H -2.742 -0.252 2.133 0.06
H -1.012 0.563 -0.603 0.08
H 2.611 0.650 1.015 0.07
C 0.209 -1.203 -0.859 -0.21
C -0.215 0.249 -1.275 -0.22
H -0.650 0.199 -2.238 0.09
H 0.254 1.666 0.648 0.10
H 3.237 1.874 -0.079 0.06
H 1.052 2.982 -0.223 0.10
C 2.445 1.656 0.626 -0.10
H 0.226 -1.764 -1.796 0.11
H 1.638 0.802 -1.687 0.10
C -2.550 -0.761 1.219 -0.09
N 0.834 1.261 -1.280 -0.08
H -2.850 -0.239 0.313 0.07
```

The value obtained for the total energy is -347.6733 Eh. As for the multiplicity: 1. The gap between HOMO and LUMO is 9.22 eV. The value obtained for the energy above the lowest of the compared OMol25 structures with the same formula, charge and spin is 1.402 eV. As for the structure (SMILES): CCNCCNCC. Its lowest unoccupied orbital energy is 0.0425 Ha. The HOMO energy comes out at -8.1 eV.


# C6H16N2

A structure of composition C6H16N2 in a non-equilibrium geometry (ωB97M-V with the def2-TZVPD basis set, the Open Molecules 2025 dataset).

```
24
Properties=species:S:1:pos:R:3:lowdin_charge:R:1
C -0.960 -1.725 2.249 -0.25
H 2.548 1.004 -1.612 0.14
N 1.979 1.304 -2.473 0.06
H -0.037 -2.474 0.438 0.09
H -1.410 1.510 -2.049 0.05
H -0.138 2.885 -2.268 0.06
H 0.029 -0.214 0.889 0.09
C -0.383 1.785 -2.367 -0.02
H -1.987 -1.640 1.932 0.10
H 1.060 -0.968 -3.224 0.09
H -1.380 0.165 3.207 0.08
H -0.790 -2.689 2.825 0.14
H 0.893 -0.941 -1.408 0.06
C -0.532 -0.606 3.195 -0.15
C 0.491 -0.524 -2.390 -0.10
H 0.435 -0.183 2.932 0.05
H -1.377 2.314 0.663 0.04
C -0.216 -1.562 0.951 -0.29
C 0.660 0.906 -2.385 -0.56
H 1.925 2.291 -2.510 0.05
H -0.528 -0.913 -2.469 0.08
H -0.556 2.124 0.737 0.03
H -0.693 -0.919 4.321 0.10
N 0.966 -0.928 0.813 0.07
```

The value obtained for the total energy is -347.4648 Eh. As for the multiplicity: 1. The gap between HOMO and LUMO is 8.13 eV. The value obtained for the energy above the lowest of the compared OMol25 structures with the same formula, charge and spin is 7.075 eV. Its lowest unoccupied orbital energy is 0.0007 Ha. The HOMO energy comes out at -8.1 eV.


# C6H16N2

The molecule C6H16N2 in a non-equilibrium geometry (ωB97M-V with the def2-TZVPD basis set, the Open Molecules 2025 dataset).

```
24
Properties=species:S:1:pos:R:3:lowdin_charge:R:1
C 0.497 -1.308 -2.329 -0.29
H 0.475 1.824 -0.202 0.11
C -0.211 2.549 1.904 -0.14
H -0.206 -3.283 -2.495 0.06
H 0.800 2.922 1.793 0.08
H 1.290 0.449 -1.812 0.08
H 0.327 -2.927 -0.874 0.05
H 1.025 -1.287 -3.276 0.10
C -0.021 0.934 0.175 -0.21
H -1.248 -0.371 2.593 0.07
H -1.944 1.145 2.838 0.07
C 0.771 -0.349 -0.058 -0.23
H -2.205 0.317 1.233 0.08
H -0.496 -0.885 -2.522 0.10
H -0.545 2.788 2.915 0.07
C 0.570 -2.803 -1.927 -0.09
C -1.519 0.527 2.052 -0.09
H 1.616 -0.464 0.622 0.11
N -0.201 1.107 1.648 -0.24
H 0.166 -1.213 0.238 0.10
N 1.330 -0.483 -1.422 -0.08
H -0.892 3.119 1.252 0.09
H 1.617 -3.035 -2.083 0.07
H -0.998 0.724 -0.264 0.10
```

The value obtained for the total energy is -347.6549 Eh. As for the multiplicity: 1. The gap between HOMO and LUMO is 9.73 eV. The value obtained for the energy above the lowest of the compared OMol25 structures with the same formula, charge and spin is 1.902 eV. As for the structure (SMILES): CCNCCN(C)C. Its lowest unoccupied orbital energy is 0.0392 Ha. The HOMO energy comes out at -8.7 eV.


# C6H16N2

A cluster of 2 separate species, C6H16N2 in total in a non-equilibrium geometry (ωB97M-V with the def2-TZVPD basis set, the Open Molecules 2025 dataset).

```
24
Properties=species:S:1:pos:R:3:lowdin_charge:R:1
H -0.447 1.917 1.303 0.12
C -2.132 0.152 0.342 -0.03
H 0.443 1.339 2.665 0.14
H -2.898 -0.186 -0.393 0.12
N -0.859 -0.519 0.196 -0.07
C 0.328 0.379 -1.928 -0.06
H 1.120 -0.541 0.854 -0.03
H 1.902 -1.020 0.995 0.28
C 0.159 -0.178 1.190 -0.21
C 0.411 1.272 1.544 -0.22
H 2.276 2.140 1.442 0.08
H -2.022 1.256 0.255 0.11
H -2.531 -0.108 1.366 0.13
H 1.148 0.846 -1.043 0.14
H 0.355 -2.676 -1.805 0.12
C -0.417 -0.701 -1.234 -0.40
H -1.398 -0.896 -1.766 0.16
N 1.675 1.543 0.868 0.13
H -0.218 1.185 -2.444 0.08
C 0.585 -1.849 -1.056 -0.09
H 0.980 -0.186 -2.687 0.11
H -0.018 -0.730 2.157 0.17
H 1.593 -1.523 -1.383 0.09
H 0.399 -2.437 -0.101 0.11
```

The value obtained for the total energy is -347.1459 Eh. As for the expectation value of S²: 1.3751. As for the multiplicity: 2. The total charge is +1. The gap between HOMO and LUMO (spin up / spin down) is 5.61 / 9.03 eV. The value obtained for the energy above the lowest of the compared OMol25 structures with the same formula, charge and spin is 7.360 eV. Its lowest unoccupied orbital energy (spin up / spin down) is -0.2679 / -0.2011 Ha. The HOMO energy (spin up / spin down) comes out at -12.9 / -14.5 eV.